[1]
Computed, not measured: a 2-piece molecular cluster, C4H8O overall at a distorted geometry, with ωB97M-V/def2-TZVPD.

Atoms and positions in Å:
C 2.659 -0.357 -0.313
C 2.383 -0.158 0.973
H 2.096 -0.991 -0.986
H 3.515 0.151 -0.743
H 1.457 -0.390 1.488
H 3.170 0.106 1.671
C -1.857 1.287 0.268
C -1.295 0.148 -0.061
O -1.934 -0.779 -0.860
H -2.838 1.420 -0.179
H -1.342 2.017 0.867
H -0.234 -0.032 0.080
H -1.718 -1.646 -0.553

Summary:
E_tot, a.u.: -232.3593
2S+1: 1
SMILES: C=CO.C=C
ΔE to the lowest compared entry with this formula, charge and spin, kJ/mol: 226.6
Maximum force, eV/A: 1.09
Total charge: 0

Mulliken population analysis, charges in e, atoms 1 to 4: C -0.42; C -0.52; H 0.26; H 0.21

***

[2]
Computed, not measured: one molecule with the formula C4H8O at a distorted geometry, with ωB97M-V/def2-TZVPD.

Atoms and positions in Å:
C -0.098 1.122 1.527
C -0.018 -0.270 -0.523
C 0.147 -1.472 0.339
C 0.035 -0.206 -1.835
H 0.728 0.448 1.890
H 0.303 2.256 1.571
H -1.278 0.982 1.966
H -0.389 -1.313 1.471
H 1.305 -1.730 0.574
H -0.315 -2.427 -0.262
H -0.062 -1.145 -2.482
H -0.020 0.681 -2.511
O -0.084 0.900 0.091

Summary:
E_tot, a.u.: -232.3318
2S+1: 1
SMILES: C=C(C)OC
ΔE to the lowest compared entry with this formula, charge and spin, kJ/mol: 298.9
Maximum force, eV/A: 4.26
Total charge: 0

Mulliken population analysis, charges in e, atoms 1 to 4: C -0.70; C 0.85; C -0.97; C -0.86

***

[3]
Computed, not measured: one molecule with the formula C4H8O at a distorted geometry, with ωB97M-V/def2-TZVPD.

Atoms and positions in Å:
C -1.167 0.487 -0.365
C 0.015 0.774 0.433
C 1.020 -0.383 0.337
C 2.255 -0.180 -0.255
H -2.323 -0.723 0.715
H -0.879 0.503 -1.444
H -1.849 1.295 -0.154
H 0.424 1.737 0.181
H -0.291 0.947 1.483
H 0.767 -1.372 0.859
H 2.586 0.742 -1.052
H 2.843 -1.059 -0.280
O -1.752 -0.782 -0.151

Summary:
E_tot, a.u.: -232.3703
2S+1: 1
SMILES: C=CCCO
ΔE to the lowest compared entry with this formula, charge and spin, kJ/mol: 197.7
Maximum force, eV/A: 4.00
Total charge: 0

Mulliken population analysis, charges in e, atoms 1 to 4: C -0.51; C -0.52; C -0.07; C -0.69

***

[4]
Computed, not measured: a 2-piece molecular cluster, C4H8O2 overall at a distorted geometry, with ωB97M-V/def2-TZVPD.

Atoms and positions in Å:
C -0.032 0.686 2.180
C -0.095 0.447 0.819
O -1.286 0.821 0.155
C 1.013 0.223 -0.033
C 1.114 0.654 -1.353
H -0.930 0.787 2.748
H 0.962 0.646 2.614
H -1.606 0.004 -0.244
H 1.872 -0.241 0.460
H 0.331 1.314 -1.715
H 1.941 0.495 -2.034
H -0.774 -1.442 -1.729
H -1.106 -2.633 -0.801
O -1.404 -1.761 -1.065

Summary:
E_tot, a.u.: -307.6141
⟨S²⟩: 0.76
2S+1: 2
ΔE to the lowest compared entry with this formula, charge and spin, kJ/mol: 49.2
Maximum force, eV/A: 1.30
Total charge: -1

Mulliken population analysis, charges in e, atoms 1 to 4: C -1.09; C 0.55; O -0.61; C -0.42

***

[5]
Computed, not measured: a 2-piece molecular cluster, C4H8O2 overall, with ωB97M-V/def2-TZVPD.

Atoms and positions in Å:
O 0.298 5.845 1.032
C 1.101 6.399 0.332
C 1.663 5.802 -0.923
H 1.456 7.422 0.574
H 1.145 6.279 -1.765
H 1.444 4.739 -0.969
H 2.713 6.049 -1.066
O -0.529 -6.485 -1.140
C -1.105 -5.640 -0.362
C -1.550 -6.007 1.031
H -0.943 -4.543 -0.455
H -2.023 -6.995 1.059
H -2.246 -5.262 1.431
H -0.710 -6.156 1.771

Summary:
E_tot, a.u.: -307.6111
⟨S²⟩: 0.75
2S+1: 2
ΔE to the lowest compared entry with this formula, charge and spin, kJ/mol: 57.1
Maximum force, eV/A: 0.62
Total charge: -1

Mulliken population analysis, charges in e, atoms 1 to 4: O -0.45; C 0.15; C -0.83; H 0.31

***

[6]
Computed, not measured: one molecule with the formula C4H8O2, with ωB97M-V/def2-TZVPD.

Atoms and positions in Å:
C 1.686 1.427 0.012
C 0.593 0.471 -0.423
O 0.216 -0.318 0.692
C -0.699 -1.326 0.367
C -2.122 -0.822 0.193
O -2.984 -1.472 -0.347
H 2.549 0.870 0.389
H 1.327 2.087 0.807
H 2.010 2.043 -0.833
H -0.278 1.025 -0.810
H 0.952 -0.183 -1.234
H -0.706 -2.035 1.204
H -0.413 -1.881 -0.540
H -2.328 0.178 0.635

Summary:
E_tot, a.u.: -307.6555
2S+1: 1
SMILES: CCOCC=O
ΔE to the lowest compared entry with this formula, charge and spin, kJ/mol: 149.5
Maximum force, eV/A: 0.56
Total charge: 0

Mulliken population analysis, charges in e, atoms 1 to 4: C -1.21; C -0.20; O -0.35; C -0.37

***

- The lowest maximum force belongs to which entry?
  number 6

***

- Which formula does entry 5 have?
  C4H8O2